Model one:
Formula: C4H13N3S
Source: the Open Molecules 2025 dataset
Level of theory: wB97M-V/def2-TZVPD

Computed properties:
HOMO level (eV): -7.48
LUMO (eV): 0.5
Gap between HOMO and LUMO (eV): 7.97
Spin multiplicity: 1

```
21
C4H13N3S wB97M-V/def2-TZVPD
C -0.869 -3.467 -0.698
N 0.457 -0.300 -1.689
C -0.162 -1.416 -1.818
N -0.758 -2.009 -0.782
H -0.228 -3.851 0.103
H -0.515 -3.905 -1.627
H -1.893 -3.764 -0.483
H 0.667 0.131 -0.575
H 0.852 0.174 -2.494
H -0.287 -1.870 -2.801
H -0.640 -1.502 0.098
C 0.310 2.768 1.670
C -0.238 1.337 1.600
S 0.998 0.069 1.135
N 1.145 3.183 0.546
H 0.906 2.895 2.576
H -0.530 3.464 1.713
H -1.051 1.323 0.865
H -0.686 1.046 2.545
H 0.627 3.183 -0.323
H 1.895 2.509 0.440
```

Model two:
Formula: C4H13N3S
Source: the Open Molecules 2025 dataset
Level of theory: wB97M-V/def2-TZVPD

Computed properties:
HOMO level (eV): -8.53
LUMO (eV): 1.0
Gap between HOMO and LUMO (eV): 9.53
Spin multiplicity: 1
SMILES: NCNC[C@H](N)CS

```
21
C4H13N3S wB97M-V/def2-TZVPD
N 3.171 1.533 0.252
C 2.397 0.352 -0.118
N 1.001 0.271 0.339
C 0.209 -0.848 -0.137
C -1.236 -0.586 0.192
N -2.035 -1.698 -0.395
C -1.849 0.684 -0.536
S -3.411 1.018 0.278
H 3.127 2.301 -0.422
H 4.117 1.320 0.535
H 2.259 0.486 -1.154
H 2.867 -0.597 0.099
H 0.936 0.326 1.358
H 0.362 -1.026 -1.137
H 0.518 -1.762 0.584
H -1.319 -0.388 1.272
H -1.902 -2.605 0.058
H -3.035 -1.447 -0.417
H -1.148 1.547 -0.542
H -2.202 0.233 -1.575
H -2.828 0.885 1.466
```

Unit: kJ/mol. Relative energies: model one 0.0; model two 49.3.

Model one:
Formula: CH5OS
Source: the Open Molecules 2025 dataset
Level of theory: wB97M-V/def2-TZVPD

Computed properties:
Charge: -1
HOMO level (eV): -2.47
LUMO (eV): 4.4
Gap between HOMO and LUMO (eV): 6.84
Spin multiplicity: 1

```
8
CH5OS wB97M-V/def2-TZVPD
O -0.058 1.467 2.430
H 0.144 0.910 1.499
C 0.057 -1.051 -1.274
S 0.475 0.627 -0.806
H -1.007 -1.215 -1.451
H 0.196 -1.529 -0.291
H 0.773 -1.474 -1.976
H -0.581 2.264 1.869
```

Model two:
Formula: CH5OS
Source: the Open Molecules 2025 dataset
Level of theory: wB97M-V/def2-TZVPD

Computed properties:
Charge: -1
HOMO level (eV): -2.57
LUMO (eV): 4.3
Gap between HOMO and LUMO (eV): 6.91
Spin multiplicity: 1

```
8
CH5OS wB97M-V/def2-TZVPD
O 0.880 -1.898 -1.831
H -0.006 -2.316 -1.916
C -0.214 1.172 0.985
S -0.815 -0.549 0.808
H -1.114 1.803 0.917
H 0.500 1.536 0.217
H 0.330 1.668 1.873
H 0.439 -1.417 -1.054
```

Model three:
Formula: CH5OS
Source: the Open Molecules 2025 dataset
Level of theory: wB97M-V/def2-TZVPD

Computed properties:
Charge: -1
HOMO level (eV): -2.49
LUMO (eV): 4.4
Gap between HOMO and LUMO (eV): 6.93
Spin multiplicity: 1

```
8
CH5OS wB97M-V/def2-TZVPD
O -1.906 -1.364 -0.618
H -1.113 -1.443 -1.068
C 1.150 0.704 0.325
S -0.336 1.667 -0.279
H 1.838 0.080 -0.356
H 0.656 -0.254 0.920
H 1.601 1.035 1.334
H -1.891 -0.424 -0.258
```

Unit: kJ/mol. Relative energies: model one 27.2; model two 0.0; model three 36.9.

Model one:
Formula: C10H19N2P
Source: the Open Molecules 2025 dataset
Level of theory: wB97M-V/def2-TZVPD

Computed properties:
HOMO level (eV): -6.86
LUMO (eV): 0.9
Gap between HOMO and LUMO (eV): 7.77
Spin multiplicity: 1
SMILES: CN[P@]1(C)=NC(C)=C(C)C(C)=C1C

```
32
C10H19N2P wB97M-V/def2-TZVPD
C 1.510 1.006 -2.732
N 2.270 0.451 -1.647
P 1.394 -0.292 -0.359
C 2.799 -1.024 0.713
N 0.474 -1.502 -0.822
C -0.690 -1.727 -0.212
C -1.282 -3.061 -0.472
C -1.370 -0.785 0.563
C -2.683 -1.072 1.164
C -0.817 0.542 0.781
C -1.725 1.758 1.152
C 0.463 0.916 0.538
C 1.081 2.236 0.961
H 1.068 1.937 -2.306
H 2.163 1.249 -3.622
H 0.761 0.228 -2.968
H 2.949 -0.153 -1.939
H 3.471 -1.763 0.364
H 3.389 -0.145 0.798
H 2.193 -1.358 1.505
H -2.346 -3.168 -0.736
H -1.178 -3.746 0.298
H -0.846 -3.492 -1.268
H -3.482 -0.552 0.656
H -2.620 -0.709 2.241
H -3.049 -2.186 1.335
H -1.588 2.040 2.243
H -2.783 1.443 0.946
H -1.576 2.576 0.585
H 1.992 2.315 0.385
H 1.280 2.124 2.044
H 0.441 3.090 0.853
```

Model two:
Formula: C10H19N2P
Source: the Open Molecules 2025 dataset
Level of theory: wB97M-V/def2-TZVPD

Computed properties:
HOMO level (eV): -7.97
LUMO (eV): 0.8
Gap between HOMO and LUMO (eV): 8.78
Spin multiplicity: 1

```
32
C10H19N2P wB97M-V/def2-TZVPD
C -2.000 0.871 0.626
C -2.021 -0.488 0.446
C 0.022 0.254 0.476
C -3.138 1.822 0.760
C -3.139 -1.462 0.345
C 1.366 0.369 -2.286
C 2.150 1.891 0.455
C -0.245 -2.227 0.180
C 2.328 -0.059 -1.184
C 1.944 0.414 0.201
N -0.706 1.315 0.630
N -0.700 -0.878 0.338
P 2.604 -0.567 1.628
H -2.804 2.706 1.296
H -3.493 2.132 -0.224
H -3.967 1.364 1.295
H -2.971 -2.320 0.996
H -4.071 -0.983 0.631
H -3.245 -1.829 -0.677
H 0.390 -0.088 -2.136
H 1.753 0.058 -3.253
H 1.236 1.446 -2.290
H 3.210 2.141 0.400
H 1.603 2.486 -0.272
H 1.774 2.154 1.440
H -0.397 -2.798 1.100
H -0.790 -2.718 -0.630
H 0.815 -2.226 -0.055
H 3.322 0.353 -1.396
H 2.427 -1.151 -1.204
H 3.943 -0.216 1.428
H 2.802 -1.766 0.937
```

Unit: kJ/mol. Relative energies: model one 33.8; model two 0.0.

Model one:
Formula: C7H12N2O
Source: the Open Molecules 2025 dataset
Level of theory: wB97M-V/def2-TZVPD

Computed properties:
HOMO level (eV): -9.45
LUMO (eV): 0.4
Gap between HOMO and LUMO (eV): 9.86
Spin multiplicity: 1
SMILES: CC(C)=O.CC#N.CC#N

```
22
C7H12N2O wB97M-V/def2-TZVPD
C 1.532 -1.553 0.818
C 2.189 -0.188 0.727
C 2.232 0.731 1.960
O 2.476 0.254 -0.334
H 0.471 -1.466 1.051
H 1.909 -2.267 1.550
H 1.751 -2.129 -0.081
H 1.661 1.642 1.783
H 3.145 0.928 2.522
H 1.648 0.183 2.699
C -2.153 2.201 -2.081
C -2.305 1.532 -0.882
N -2.417 0.995 0.140
H -1.091 2.446 -2.054
H -2.880 3.009 -2.165
H -2.205 1.482 -2.898
C -1.157 -0.831 -0.627
C -0.759 -2.204 -0.139
N -0.459 -3.268 0.243
H -1.744 -0.975 -1.534
H -0.243 -0.288 -0.866
H -1.600 -0.233 0.169
```

Model two:
Formula: C7H12N2O
Source: the Open Molecules 2025 dataset
Level of theory: wB97M-V/def2-TZVPD

Computed properties:
HOMO level (eV): -8.00
LUMO (eV): 0.8
Gap between HOMO and LUMO (eV): 8.84
Spin multiplicity: 1

```
22
C7H12N2O wB97M-V/def2-TZVPD
C -1.468 1.533 -0.693
C 3.081 -0.087 0.781
C 2.190 -1.009 -0.058
C 0.761 1.268 0.323
C -2.210 1.222 0.480
C 1.975 0.454 -0.112
C -2.147 -1.644 -0.778
N -0.200 1.499 -0.767
N -2.679 0.152 0.908
O -2.905 -1.154 0.349
H -1.946 1.958 -1.469
H 2.905 0.043 1.903
H 3.993 0.257 0.511
H 2.582 -1.634 -0.779
H 1.396 -1.680 0.345
H 0.180 0.803 1.155
H 0.929 2.394 0.541
H 2.217 0.800 -1.137
H -1.010 -1.557 -0.644
H -2.233 -1.095 -1.777
H -2.405 -2.638 -0.940
H -3.007 0.115 1.859
```

Unit: kJ/mol. Relative energies: model one 0.0; model two 339.2.